A) Entry from OMol25: a molecular structure, C10H20MoN2PS (the ωB97M-V functional and the def2-TZVPD basis).

Last column: Löwdin charge in e.
Cartesian coordinates (Å):
C: 1.612 -3.757 0.416  -0.1427
C: 1.131 -4.518 -0.696  -0.3417
C: 1.561 -4.201 -2.028  -0.1413
C: 2.260 -2.989 -2.241  -0.2349
C: 2.399 -2.052 -1.209  -0.2399
Mo: 0.556 -2.428 -0.521  0.7934
P: -1.659 -2.597 0.430  0.6138
H: 1.834 -4.146 1.393  0.0702
H: 0.494 -5.402 -0.562  0.1094
H: 1.316 -4.882 -2.852  0.1185
H: 2.972 -1.133 -1.257  0.0330
H: 2.608 -2.785 -3.259  0.1057
H: -1.676 -2.246 1.830  -0.0899
H: -2.422 -3.784 0.507  -0.1005
H: -2.641 -1.661 -0.024  -0.1089
C: 1.037 4.024 0.034  -0.0796
C: 0.341 2.934 -0.752  -0.1985
N: 0.776 1.589 -0.303  0.0245
C: 0.147 0.760 0.518  -0.7127
S: 1.043 -0.683 0.956  0.6150
N: -1.069 0.982 1.057  0.0215
C: -1.545 2.291 1.628  -0.2011
C: -2.861 2.713 1.002  -0.0815
H: 1.073 3.828 1.112  0.0759
H: 0.531 4.982 -0.112  0.0894
H: 2.076 4.153 -0.296  0.0871
H: -0.748 2.975 -0.678  0.0957
H: 0.633 3.007 -1.805  0.1292
H: 1.675 1.244 -0.649  0.1354
H: -1.398 0.172 1.592  0.0925
H: -1.696 2.092 2.699  0.1303
H: -0.742 3.030 1.503  0.0897
H: -3.668 2.020 1.278  0.0835
H: -3.150 3.699 1.382  0.0869
H: -2.796 2.769 -0.093  0.0723

Output
Charge: +1
Multiplicity: 3
Orbital gap (alpha / beta) (eV): 7.067 / 7.428

***

B) Entry from OMol25: a molecular structure, C10H20MoN2PS (the ωB97M-V functional and the def2-TZVPD basis).

Last column: Löwdin charge in e.
Cartesian coordinates (Å):
C: -1.468 1.313 -0.858  -0.2429
C: -0.324 1.467 -1.744  -0.2223
C: 0.772 1.983 -0.977  -0.2029
C: 0.306 2.213 0.381  -0.1876
C: -1.062 1.767 0.458  -0.2341
Mo: 0.120 -0.024 -0.100  0.6801
P: -1.047 -2.067 -0.789  0.6362
H: -2.471 0.979 -1.129  0.1107
H: -0.294 1.191 -2.799  0.1070
H: 1.769 2.236 -1.343  0.1114
H: -1.719 1.925 1.307  0.1152
H: 0.851 2.732 1.172  0.1121
H: -0.190 -3.177 -1.009  -0.1092
H: -1.838 -2.150 -1.957  -0.0967
H: -1.933 -2.716 0.108  -0.0967
C: 2.744 -1.737 0.484  -0.0631
N: 2.894 -1.437 1.912  -0.1773
C: 4.243 -1.400 2.480  -0.0210
C: 1.835 -1.078 2.636  -0.5816
S: 0.225 -1.049 1.904  0.6345
N: 1.882 -0.687 3.929  -0.1870
C: 2.716 -1.326 4.963  -0.0278
C: 0.660 -0.070 4.434  -0.1187
H: 3.757 -1.876 0.091  0.0988
H: 2.264 -0.857 -0.023  0.0431
H: 2.156 -2.661 0.335  0.0900
H: 4.382 -0.474 3.055  0.1103
H: 4.447 -2.300 3.080  0.0957
H: 4.931 -1.401 1.632  0.0933
H: 3.324 -0.548 5.442  0.1061
H: 2.045 -1.741 5.730  0.1047
H: 3.354 -2.129 4.587  0.0734
H: 0.494 0.893 3.920  0.0928
H: -0.210 -0.725 4.257  0.0554
H: 0.758 0.125 5.503  0.0980

Output
Charge: +1
Multiplicity: 3
Orbital gap (alpha / beta) (eV): 7.444 / 6.691

***

B) wins, 2.365 eV ahead of the next structure.

***

A) Entry from OMol25: a single C2H8N4S molecule (the ωB97M-V functional and the def2-TZVPD basis).

Last column: Löwdin charge in e.
Cartesian coordinates (Å):
C: 0.125 -0.655 0.158  -0.5002
C: -0.256 0.614 0.826  -0.5254
H: 2.382 0.736 0.296  0.0576
H: 2.061 0.431 -1.311  0.0711
H: 1.603 -1.870 -0.437  0.1231
H: 0.591 0.961 1.528  0.1064
H: -1.146 0.425 1.435  0.0751
H: -0.859 2.835 0.289  -0.1291
H: -2.307 -0.125 -0.235  0.0419
H: -2.623 -1.610 -0.960  0.0736
N: 2.393 0.029 -0.426  0.0154
N: 1.459 -0.951 -0.038  -0.0959
N: -0.752 -1.445 -0.419  -0.0126
N: -2.108 -1.156 -0.207  -0.0389
S: -0.564 1.781 -0.499  0.7378

Output
Charge: 0
Orbital gap (eV): 8.481

***

B) Entry from OMol25: a single C2H8N4S molecule (the ωB97M-V functional and the def2-TZVPD basis).

Last column: Löwdin charge in e.
Cartesian coordinates (Å):
C: -2.272 -0.722 -0.403  -0.1878
C: 0.926 0.747 -0.132  -0.6471
H: -1.993 -0.331 -1.604  0.1405
H: -2.595 -1.977 -0.553  0.1309
H: -3.097 0.009 0.015  0.0811
H: -1.414 -0.328 1.358  0.0885
H: -0.795 1.616 0.368  0.1690
H: 2.448 1.738 -0.204  -0.0260
H: 0.998 -1.243 0.097  0.0431
H: 3.241 -0.339 1.183  -0.0895
N: -1.128 -0.510 0.430  -0.1637
N: -0.463 0.679 -0.059  -0.0226
N: 1.477 1.880 -0.183  0.1162
N: 1.514 -0.453 -0.168  -0.4030
S: 3.154 -0.767 -0.145  0.7705

Output
Charge: 0
Orbital gap (eV): 9.634

***

C) Entry from OMol25: a single C2H8N4S molecule (the ωB97M-V functional and the def2-TZVPD basis).

Last column: Löwdin charge in e.
Cartesian coordinates (Å):
C: -2.238 -0.564 0.384  -0.1747
C: 0.011 -0.105 -0.267  -0.5603
H: -2.840 0.250 -0.327  0.1244
H: -3.117 -1.296 0.488  0.0754
H: -1.790 -0.299 1.502  0.1318
H: -0.881 -2.090 -0.157  0.1836
H: 1.513 -1.298 -1.469  0.1654
H: 3.431 0.286 -0.495  -0.1177
H: 1.366 1.819 1.059  0.1115
H: 0.593 2.779 -0.214  0.0582
N: -1.014 -1.002 -0.207  -0.1023
N: 1.273 -0.777 -0.419  -0.4579
N: -0.199 1.145 -0.150  -0.0167
N: 1.062 1.881 -0.020  -0.0598
S: 2.830 -0.730 0.292  0.6389

Output
Charge: 0
Orbital gap (eV): 8.805

***

A) wins, 0.789 eV ahead of the next structure.

***

A) Entry from OMol25: a single C2H2N4O2 molecule (the ωB97M-V functional and the def2-TZVPD basis).

Last column: Löwdin charge in e.
Cartesian coordinates (Å):
C: -0.836 0.319 -0.627  -0.3833
C: 0.514 -0.109 -0.102  -0.3249
H: -0.902 0.869 1.488  0.2096
H: -2.605 1.237 0.532  0.1380
N: -1.662 0.685 0.510  0.0629
N: 0.840 -0.935 0.943  0.0700
N: 1.935 -1.508 0.706  0.1278
N: 1.442 -0.041 -1.019  0.1640
O: -1.201 0.319 -1.891  -0.0028
O: 2.474 -0.836 -0.540  -0.0614

Output
Charge: 0
Orbital gap (eV): 9.849

***

B) Entry from OMol25: a single C2H2N4O2 molecule (the ωB97M-V functional and the def2-TZVPD basis).

Last column: Löwdin charge in e.
Cartesian coordinates (Å):
C: 0.220 0.404 -0.151  -0.3342
C: -0.133 -0.814 0.582  -0.3138
H: 1.954 -0.024 0.366  0.1154
H: 2.210 1.638 -0.426  0.2147
N: 1.492 0.812 -0.090  0.1109
N: -0.859 1.196 -0.534  0.1116
N: -2.193 -0.943 -0.598  0.0775
N: -1.295 -1.583 -0.038  0.1075
O: -2.029 0.505 -0.597  -0.1661
O: 0.634 -1.191 1.485  0.0765

Output
Charge: 0
Orbital gap (eV): 8.339

***

C) Entry from OMol25: a molecular structure, C2H2N4O2 (the ωB97M-V functional and the def2-TZVPD basis).

Last column: Löwdin charge in e.
Cartesian coordinates (Å):
C: -0.973 -0.163 -0.225  -0.4627
C: 1.635 -0.109 -0.173  -0.6770
H: -2.793 -0.233 0.196  0.1195
H: 0.300 -1.712 0.512  0.2335
N: -2.005 -0.839 -0.257  0.1432
N: -0.828 1.406 0.059  0.1220
N: 0.225 1.994 0.097  0.2017
N: 0.231 -0.646 0.116  0.1232
O: 1.653 1.109 -0.347  0.0560
O: 2.555 -0.807 0.021  0.1406

Output
Charge: 0
Orbital gap (eV): 9.643

***

D) Entry from OMol25: a single C2H2N4O2 molecule (the ωB97M-V functional and the def2-TZVPD basis).

Last column: Löwdin charge in e.
Cartesian coordinates (Å):
C: 1.182 -0.166 -0.158  -0.2041
C: -1.246 -0.793 0.124  -0.4180
H: 3.019 0.382 -0.441  0.1006
H: 1.250 -1.214 -0.335  0.1206
N: 2.068 0.763 -0.060  0.1039
N: -0.180 0.132 -0.009  -0.0296
N: -0.592 1.387 0.215  0.0841
N: -1.838 1.395 0.412  0.0776
O: -2.282 0.088 0.408  0.0445
O: -1.382 -1.973 -0.158  0.1203

Output
Charge: 0
Orbital gap (eV): 10.560

***

D) wins, 0.989 eV ahead of the next structure.

***

A) Entry from OMol25: a single C2H2N4O2 molecule (the ωB97M-V functional and the def2-TZVPD basis).

Last column: Löwdin charge in e.
Cartesian coordinates (Å):
C: 1.126 -0.078 0.098  -0.5184
C: -1.115 -0.335 0.119  -0.4515
H: 2.993 -0.344 -0.362  0.1389
H: -2.893 -0.538 -0.293  0.0485
N: 1.090 1.154 -0.066  0.1151
N: -0.211 1.789 0.042  0.0496
N: -1.229 1.081 0.223  0.0820
N: -2.080 -1.095 -0.199  0.2064
O: 2.224 -0.804 -0.015  0.1693
O: 0.095 -0.830 0.452  0.1601

Output
Charge: 0
Orbital gap (eV): 9.946

***

B) Entry from OMol25: a single C2H2N4O2 molecule (the ωB97M-V functional and the def2-TZVPD basis).

Last column: Löwdin charge in e.
Cartesian coordinates (Å):
C: 1.870 -0.129 0.137  -0.2521
C: -0.994 0.770 -0.425  -0.1148
H: 2.886 -0.285 -0.233  0.1520
H: -0.519 1.603 -0.881  0.1249
N: -0.323 -0.398 -0.312  -0.1444
N: -2.164 0.635 0.175  0.0339
N: -2.162 -0.615 0.681  -0.0391
N: -1.112 -1.267 0.375  0.0787
O: 1.567 0.318 1.227  0.1002
O: 0.951 -0.633 -0.745  0.0607

Output
Charge: 0
Orbital gap (eV): 11.515

***

A) wins, 0.951 eV ahead of the next structure.

***

A) Entry from OMol25: a molecular structure, C2H2N4O2 (the ωB97M-V functional and the def2-TZVPD basis).

Last column: Löwdin charge in e.
Cartesian coordinates (Å):
C: 0.129 -0.028 0.168  -0.4040
C: 0.053 -0.736 -1.199  -0.0762
H: 2.370 1.260 2.201  0.2343
H: 0.798 -1.287 -1.656  0.0950
N: 1.354 0.533 0.426  0.0738
N: -1.050 -0.807 -1.858  0.1386
N: -2.007 0.324 -1.165  0.0352
N: -2.124 0.396 0.044  0.1499
O: 1.355 0.629 1.959  -0.2063
O: -0.879 -0.283 1.079  -0.0403

Output
Charge: 0
Orbital gap (eV): 8.210

***

B) Entry from OMol25: a single C2H2N4O2 molecule (the ωB97M-V functional and the def2-TZVPD basis).

Last column: Löwdin charge in e.
Cartesian coordinates (Å):
C: -0.801 -1.010 0.441  -0.3972
C: -0.038 0.309 0.177  -0.2460
H: -1.276 -2.616 -0.514  0.1765
H: 1.832 0.140 -1.213  0.2523
N: -0.417 1.332 0.904  0.0842
N: 0.397 2.317 0.520  -0.0265
N: 1.383 1.897 -0.346  0.0110
N: 1.047 0.696 -0.579  0.0016
O: -0.563 -1.856 -0.722  -0.0056
O: -1.564 -1.209 1.331  0.1498

Output
Charge: 0
Orbital gap (eV): 10.879

***

C) Entry from OMol25: a single C2H2N4O2 molecule (the ωB97M-V functional and the def2-TZVPD basis).

Last column: Löwdin charge in e.
Cartesian coordinates (Å):
C: 0.479 -0.896 -0.223  -0.4128
C: -0.649 1.394 -0.292  -0.1673
H: -0.691 -1.012 -1.905  0.0605
H: -0.492 2.500 0.381  0.2110
N: 0.216 -1.323 -1.480  0.1453
N: 1.263 -1.422 0.719  0.0891
N: 1.156 -0.769 1.811  0.0507
N: -0.467 0.014 0.573  0.0576
O: 0.383 0.347 1.741  -0.0901
O: -1.198 1.167 -1.326  0.0559

Output
Charge: 0
Orbital gap (eV): 8.887

***

B) wins, 3.822 eV ahead of the next structure.